*i*
DFT (the ωB97M-V functional and the def2-TZVPD basis) results for an isolated ion of composition C8H12N3 and charge +1.

Each line ends with the Mulliken charge.
Geometry (Å):
C: 0.07 -1.43 2.92  -1.5232
C: 0.11 -0.67 1.65  0.7967
C: -0.96 -0.05 1.15  -0.6520
N: -0.95 0.65 -0.13  0.5641
N: -2.05 0.11 -0.90  -0.8716
C: -1.56 -0.51 -1.91  -0.0191
N: -0.24 -0.46 -2.06  -0.2346
C: 0.30 0.56 -0.96  1.1273
C: 0.58 1.88 -1.65  -1.5592
C: 1.48 -0.01 -0.25  -1.2099
C: 1.38 -0.59 0.94  -0.2804
H: 0.81 -1.05 3.62  0.3720
H: 0.31 -2.48 2.73  0.3545
H: -0.92 -1.38 3.38  0.3815
H: -1.93 -0.05 1.61  0.4216
H: -1.17 1.64 0.05  0.4690
H: -2.21 -1.03 -2.59  0.4770
H: 0.33 -0.83 -2.79  0.2117
H: -0.32 2.26 -2.14  0.4283
H: 1.35 1.76 -2.40  0.4096
H: 0.92 2.62 -0.92  0.4166
H: 2.41 0.06 -0.78  0.4473
H: 2.25 -1.01 1.43  0.4728

Computed properties:
**LUMO level**: -3.7 eV
**Multiplicity**: 1
**Net charge**: +1
**HOMO level**: -13.226 eV
**Frontier orbital gap**: 9.55 eV
**Structure (SMILES)**: CC1=C[N@@H+]2N=CN[C@]2(C)C=C1

***

*ii*
DFT (the ωB97M-V functional and the def2-TZVPD basis) results for an isolated ion of composition C8H12N3 and charge +1.

Each line ends with the Mulliken charge.
Geometry (Å):
C: 1.75 -1.06 -1.58  -1.6124
C: 0.83 -0.97 -0.35  0.7289
C: -0.55 -1.24 -0.86  -0.1933
C: -1.58 -0.35 -0.89  -0.7475
C: -1.31 0.92 -0.36  0.7431
C: -1.27 2.18 -1.10  -1.2204
N: -0.83 0.93 0.84  -0.2658
C: -0.92 0.47 2.00  -0.0008
N: -0.05 -0.28 2.69  -0.0588
N: 1.10 -0.75 2.19  -0.2267
C: 1.43 -0.62 0.80  -0.3655
H: 1.78 -2.03 -1.96  0.4025
H: 2.70 -0.68 -1.26  0.4363
H: 1.42 -0.53 -2.43  0.3900
H: -0.67 -2.08 -1.55  0.3754
H: -2.25 -0.45 -1.69  0.4052
H: -0.98 2.99 -0.52  0.4239
H: -2.23 2.54 -1.52  0.3360
H: -0.53 2.11 -1.86  0.3125
H: -1.92 0.67 2.47  0.3961
H: -0.34 -0.69 3.56  0.2636
H: 1.90 -0.67 2.80  0.3000
H: 2.52 -0.42 0.58  0.1774

Computed properties:
**LUMO level**: -3.9 eV
**Multiplicity**: 1
**Net charge**: +1
**HOMO level**: -12.262 eV
**Frontier orbital gap**: 8.38 eV
**Structure (SMILES)**: Cc1ccc(C)nc[nH][nH+]c1

***

Stability check: which of them is most stable? *i*.

***

*i*
DFT (the ωB97M-V functional and the def2-TZVPD basis) results for an isolated molecule of C7H10O.

Each line ends with the Mulliken charge.
Geometry (Å):
O: -0.10 -0.90 -1.48  -0.6124
C: -0.96 0.32 -1.19  -0.1500
C: -1.41 0.33 0.17  -0.2364
C: -0.69 -1.08 0.66  -0.7060
C: 0.76 -0.61 1.07  -0.2400
C: 1.65 -0.15 0.02  -0.2788
C: 0.73 0.93 0.67  -0.3080
C: -0.49 1.35 -0.04  -0.5368
H: 0.65 -0.74 -2.26  0.3736
H: -1.49 0.96 -2.07  0.2734
H: -2.34 0.22 0.67  0.4510
H: -1.15 -1.44 1.65  0.4176
H: -0.80 -1.82 -0.16  0.3622
H: 0.93 -0.83 2.16  0.3158
H: 2.92 -0.19 -0.03  0.2025
H: 1.59 -0.55 -1.08  -0.1233
H: 1.07 1.81 1.30  0.3564
H: -0.85 2.39 -0.07  0.4392

Computed properties:
**LUMO level**: 0.7 eV
**Multiplicity**: 1
**Net charge**: 0
**HOMO level**: -8.477 eV
**Frontier orbital gap**: 9.23 eV
**Structure (SMILES)**: O[C@H]1[C@H]2C[C@H]3C[C@H]3[C@@H]12

***

*ii*
DFT (the ωB97M-V functional and the def2-TZVPD basis) results for a 2-piece molecular cluster, C7H10O overall.

Each line ends with the Mulliken charge.
Geometry (Å):
C: 1.78 1.84 -0.81  -0.9202
C: 1.63 0.64 -0.31  0.3669
C: 1.76 -0.51 0.17  0.2141
C: 1.66 -1.70 0.68  -0.4513
C: 0.46 -2.42 0.24  -0.9064
H: 1.02 2.34 -1.32  0.3664
H: 2.80 2.34 -0.53  0.2150
H: 2.44 -2.17 1.26  0.3732
H: 0.30 -2.06 -0.72  0.3647
H: -0.45 -2.08 0.75  0.1989
H: 0.57 -3.58 0.41  0.2780
C: -2.15 1.23 0.67  -0.7612
C: -1.83 0.70 -0.73  0.3432
O: -2.61 0.88 -1.61  -0.5151
H: -3.05 1.83 0.42  0.2956
H: -1.32 1.95 0.95  0.2364
H: -2.32 0.43 1.37  0.2749
H: -0.69 0.35 -0.88  0.0268

Computed properties:
**LUMO level**: 0.2 eV
**Multiplicity**: 1
**Net charge**: 0
**HOMO level**: -8.892 eV
**Frontier orbital gap**: 9.14 eV
**Structure (SMILES)**: C=C=C=CC.CC=O

***

*iii*
DFT (the ωB97M-V functional and the def2-TZVPD basis) results for a 2-piece molecular cluster, C7H10O overall.

Each line ends with the Mulliken charge.
Geometry (Å):
C: -2.00 -2.23 1.03  -1.2520
C: -0.96 -1.39 0.24  0.6630
C: 0.10 -0.69 0.96  -0.3331
C: 1.06 0.16 0.26  -0.4995
C: 0.80 0.37 -1.12  -0.3083
C: -0.11 -0.37 -1.82  -0.4221
C: -1.05 -1.20 -1.17  -0.3656
H: -2.32 -3.08 0.40  0.3320
H: -2.87 -1.57 1.18  0.2715
H: -1.67 -2.62 2.00  0.3463
H: 0.11 -0.77 2.06  0.2992
H: 1.87 0.66 0.79  0.3431
H: 1.36 1.03 -1.79  0.3094
H: -0.23 -0.19 -2.90  0.3074
H: -1.80 -1.76 -1.76  0.3087
O: 2.46 4.41 0.19  -0.6359
H: 2.76 5.32 0.40  0.3172
H: 2.51 3.93 1.05  0.3186

Computed properties:
**LUMO level**: 0.8 eV
**Multiplicity**: 1
**Net charge**: 0
**HOMO level**: -8.894 eV
**Frontier orbital gap**: 9.69 eV
**Structure (SMILES)**: Cc1ccccc1.O

***

*iv*
DFT (the ωB97M-V functional and the def2-TZVPD basis) results for C7H10O as an isolated structure.

Each line ends with the Mulliken charge.
Geometry (Å):
C: -0.33 -1.88 -0.76  -0.6555
C: 0.36 -0.80 0.10  0.9823
C: -0.01 0.44 -0.12  -0.0889
C: -1.30 1.08 -0.73  -0.7293
C: 0.78 1.25 0.79  -0.1759
C: 1.48 0.31 1.53  -0.8529
C: 1.33 -1.00 1.26  -0.8492
H: -0.08 -3.01 0.03  0.2170
H: 0.23 -1.77 -2.09  0.1884
H: -1.53 -1.36 -0.76  0.2471
H: -1.29 2.24 -0.94  0.2593
H: -2.19 1.02 -0.22  0.3466
H: -0.79 0.55 -2.46  0.3003
H: 1.00 2.53 0.75  0.2602
H: -0.03 1.35 1.61  0.1876
H: 2.25 0.42 2.17  0.5321
H: 1.63 -1.87 1.91  0.3156
O: -1.54 0.51 -2.06  -0.4850

Computed properties:
**LUMO level**: 0.7 eV
**Multiplicity**: 1
**Net charge**: 0
**HOMO level**: -8.456 eV
**Frontier orbital gap**: 9.13 eV

***

Stability check: which of them is most stable? *iii*.